1.
DFT (wB97M-V/def2-TZVPD) results for a cluster of 2 separate species, C2H9NS in total in a non-equilibrium geometry.

Geometry as ORCA input:
```
! RIJCOSX wB97M-V def2-TZVPD def2/J DEFGRID3
* xyz 0 1
S -0.3368 -4.9884 -1.3694
N -0.2936 3.8291 0.0257
C 1.0173 -3.8401 -0.8807
C -0.6528 3.2306 1.3618
H 0.6954 4.0098 -0.2786
H 0.3248 3.1161 1.8478
H -1.1986 2.3757 0.9931
H 1.1210 -2.9457 -1.4457
H -0.8264 3.5514 -0.7768
H -1.3106 -4.2713 -0.8668
H -1.2179 3.8930 1.9800
H 1.9715 -4.3731 -0.7475
H 0.7066 -3.5870 0.1571
*
```

Calculated values
* SMILES: CN.CS
* HOMO-LUMO gap: 9.569 eV
* molecular weight: 79.17 g/mol
* energy above the lowest of the compared OMol25 structures with the same formula, charge and spin: 117.3 kJ/mol
* largest force on an atom: 3.49 eV Å⁻¹

Partial atomic charges computed with the Löwdin method, in multiples of e: 0.606, -0.113, -0.478, -0.156, 0.068, 0.071, 0.061, 0.008, 0.027, -0.191, 0.042, 0.030, 0.024

---

2.
DFT (wB97M-V/def2-TZVPD) results for a structure of composition C4H5NO.

Geometry as ORCA input:
```
! RIJCOSX wB97M-V def2-TZVPD def2/J DEFGRID3
* xyz 0 1
O 0.5116 0.3418 1.6398
N 1.9118 0.2820 -1.1187
C -1.3022 -0.5317 0.2887
C 1.3374 -0.4841 -0.3881
C -0.5671 0.3670 -0.6615
C 0.1962 -0.3030 0.4633
H 1.1321 1.0606 1.4375
H 0.7957 1.0546 -1.1442
H -1.8135 -0.1329 1.1618
H -1.6961 -1.4789 -0.0741
H -0.5058 -0.1755 -1.6044
*
```

Calculated values
* HOMO-LUMO gap (spin up / spin down): 8.822 / 8.823 eV
* molecular weight: 83.09 g/mol
* energy above the lowest of the compared OMol25 structures with the same formula, charge and spin: 677.8 kJ/mol
* largest force on an atom: 0.82 eV Å⁻¹

Partial atomic charges computed with the Löwdin method, in multiples of e: 0.045, 0.104, -0.040, -0.109, -0.072, -0.527, 0.119, 0.183, 0.108, 0.103, 0.086

---

3.
DFT (wB97M-V/def2-TZVPD) results for a structure of composition C26H43HfN3O3P in a non-equilibrium geometry.

Geometry as ORCA input:
```
! RIJCOSX wB97M-V def2-TZVPD def2/J DEFGRID3
* xyz 3 1
Hf -0.0359 -0.2544 0.6941
P -0.5444 1.3925 -1.5686
O -1.9005 -0.5403 -0.1441
O -1.8467 2.4998 1.2515
O 1.3883 0.4208 1.8694
N 0.2633 -1.9112 -0.8475
N 2.1968 0.9055 2.8611
N -0.2145 -2.2915 1.7739
C -2.0306 1.4698 -2.7451
C 0.5106 -2.4060 -3.1495
C 1.2456 3.0014 -3.0991
C -1.7215 2.2608 -4.0205
C -0.6971 -3.3487 0.8123
C -3.2649 -0.7788 0.1449
C 2.2402 -2.8506 1.4633
C 0.6234 2.8831 -1.6968
C 2.4457 1.8178 5.0172
C 1.6211 1.4238 3.9704
C 3.5322 0.7904 2.6870
C 1.0628 -2.7569 2.4148
C -0.1688 4.1550 -1.3314
C 4.3677 1.1686 3.7288
C 1.7911 2.7410 -0.6955
C -2.0862 -3.1707 3.2008
C 0.4508 -3.7619 -2.8050
C -2.4494 0.0606 -3.1812
C -1.1207 1.6130 0.9931
C -3.1727 2.1611 -1.9702
C 3.8261 1.6926 4.8999
C 0.0418 -4.1514 -1.5251
C -0.1393 -3.1590 -0.5681
C -1.2295 -1.9635 2.8393
C 0.6763 0.0160 -2.0877
C 0.3824 -1.4679 -2.1139
H -1.5147 3.3221 -3.8341
H -1.7001 -0.3861 -3.8485
H 2.0773 -3.6070 0.6809
H -3.6210 -0.0430 0.8897
H 4.4756 1.9866 5.7206
H 1.4753 2.5622 0.3400
H 1.3567 0.3080 -2.9291
H -2.9379 -3.2768 2.5207
H -4.0188 2.3134 -2.6630
H 1.2811 -2.0498 3.2276
H -2.6159 -0.6032 -2.3274
H 2.4979 1.9542 -0.9943
H 1.2281 0.0839 -1.0098
H 0.7391 -2.0806 -4.1703
H -3.3673 -1.8049 0.5488
H -3.5287 1.5545 -1.1246
H -0.6771 -1.5820 3.7118
H -2.8744 3.1511 -1.5914
H 0.6975 -4.5349 -3.5376
H -1.8606 -1.1262 2.4813
H -0.3867 -4.3348 1.1909
H 0.5443 4.9949 -1.2883
H -2.6115 2.2193 -4.6681
H 3.9063 0.3840 1.7447
H -3.8783 -0.7031 -0.7682
H 1.9563 3.8407 -3.0848
H 5.4394 1.0586 3.6124
H -1.7974 -3.3297 0.7728
H -2.4925 -3.0180 4.2028
H 2.3492 3.6917 -0.7070
H 0.8408 -3.7369 2.8665
H 0.5335 1.5081 4.0200
H 3.1144 -3.1633 2.0555
H 1.8136 2.1036 -3.3700
H -3.3926 0.1441 -3.7469
H 2.5000 -1.8830 0.9980
H -0.9349 4.4145 -2.0751
H 0.5139 3.2054 -3.8861
H -0.6496 4.0696 -0.3464
H 1.9942 2.2213 5.9149
H -0.8974 1.7992 -4.5800
H -0.1114 -5.1887 -1.2252
H -1.5090 -4.1000 3.2034
*
```

Calculated values
* HOMO-LUMO gap: 7.633 eV
* molecular weight: 655.11 g/mol
* energy above the lowest of the compared OMol25 structures with the same formula, charge and spin: 0.0 kJ/mol
* largest force on an atom: 6.68 eV Å⁻¹

Partial atomic charges computed with the Löwdin method, in multiples of e: 1.538, 1.144, -0.494, 0.142, -0.303, -0.023, -0.109, -0.272, -0.644, 0.036, -0.068, -0.075, -0.090, -0.141, -0.055, -0.666, 0.024, 0.038, 0.038, -0.213, -0.063, 0.026, -0.094, -0.040, 0.024, -0.067, -0.168, -0.062, 0.027, 0.039, -0.241, -0.215, -0.195, -0.285, 0.081, 0.087, 0.090, 0.098, 0.146, 0.054, 0.118, 0.087, 0.115, 0.115, 0.054, 0.084, 0.060, 0.142, 0.081, 0.068, 0.125, 0.083, 0.143, 0.101, 0.149, 0.110, 0.116, 0.158, 0.090, 0.113, 0.142, 0.128, 0.105, 0.111, 0.142, 0.155, 0.109, 0.073, 0.118, 0.059, 0.084, 0.067, 0.072, 0.141, 0.093, 0.144, 0.096

---

4.
DFT (wB97M-V/def2-TZVPD) results for a structure of composition C3H11O4 in a non-equilibrium geometry.

Geometry as ORCA input:
```
! RIJCOSX wB97M-V def2-TZVPD def2/J DEFGRID3
* xyz 0 2
O 3.1543 0.7064 0.5628
O -1.2068 -0.6906 -2.6185
O -0.9396 -0.2111 1.4210
O -2.5879 -0.9262 -0.5304
C 1.8699 0.0992 0.9234
C -0.4563 0.9420 0.7631
C 0.7140 0.5329 -0.0639
H -2.8030 -1.7220 -0.2085
H 1.8345 0.3846 2.1044
H -1.2413 -1.6297 -2.6683
H -1.2821 1.5384 0.0692
H 0.5504 -0.5031 -0.5710
H -1.4626 -0.8014 0.8311
H -1.8360 -0.9222 -1.4977
H 3.1006 1.3618 -0.2026
H -0.1470 1.5393 1.6123
H 0.9681 1.2394 -0.8944
H 2.1941 -0.9575 1.0104
*
```

Calculated values
* HOMO-LUMO gap (spin up / spin down): 9.786 / 5.024 eV
* molecular weight: 111.12 g/mol
* energy above the lowest of the compared OMol25 structures with the same formula, charge and spin: 259.6 kJ/mol
* largest force on an atom: 7.13 eV Å⁻¹

Partial atomic charges computed with the Löwdin method, in multiples of e: -0.159, 0.078, -0.106, -0.058, -0.232, -0.314, -0.183, -0.033, 0.155, 0.030, 0.164, 0.124, 0.043, 0.062, 0.098, 0.105, 0.120, 0.104

---

5.
DFT (wB97M-V/def2-TZVPD) results for a cluster of 14 separate species, C37H89BN3O21 in total in a non-equilibrium geometry.

Geometry as ORCA input:
```
! RIJCOSX wB97M-V def2-TZVPD def2/J DEFGRID3
* xyz -1 1
O -13.4775 4.7605 19.0148
O -10.9539 5.9541 14.0071
O -10.8638 8.4112 22.5039
O -11.0106 -1.5132 15.7243
O -10.4070 9.1705 18.3325
O -6.4171 4.9182 22.6639
O -11.0598 3.7061 22.4937
O -9.8469 2.6530 20.0566
O -17.3311 2.6004 15.8442
O -16.0715 8.0260 15.8310
O -11.3889 9.2528 15.5267
O -8.8698 7.6496 20.1021
O -17.6959 3.6075 23.9062
O -11.8869 0.8722 23.6683
O -8.6565 3.9110 16.9794
O -14.9375 5.7021 17.5970
O -11.9387 6.5214 19.0022
O -11.0450 4.2936 19.1071
O -13.1173 6.4458 23.6510
O -12.1318 5.0281 21.0184
O -12.9899 7.8142 17.4615
N -10.8091 -2.0856 17.0336
N -11.9411 6.5652 13.1937
N -16.7769 2.9816 23.0375
C -16.9955 0.9213 24.3101
C -13.1956 5.8218 13.2325
C -10.4885 8.3145 12.2572
C -11.8900 10.5175 15.9129
C -11.3715 7.1038 11.9571
C -8.8566 -3.4130 16.1963
C -16.4475 3.7975 21.8832
C -9.3918 -2.8288 19.4005
C -13.7432 5.8000 14.6680
C -12.4985 7.6901 11.0678
C -10.5554 -0.9960 17.9930
C -13.8955 5.6910 18.2090
C -15.5781 8.9331 14.8754
C -12.8893 6.8361 18.1534
C -15.6349 1.5666 20.7592
C -18.3678 1.2033 22.2769
C -10.5487 6.0758 11.1431
C -8.0852 6.6206 19.5273
C -15.3694 3.0450 21.0858
C -16.9917 1.5258 22.9307
C -16.7394 2.6761 17.1487
C -15.7485 5.0685 22.4550
C -10.1518 -3.3759 16.9959
C -9.9640 -3.8796 18.4411
C -14.2831 6.4420 12.3352
C -11.2612 4.1265 21.3925
C -10.3000 -1.6084 19.3955
C -10.6306 3.5372 20.1288
C -13.7802 6.8644 10.9478
C -15.9203 0.8342 22.0806
C -11.1843 -4.3522 16.3679
C -13.0091 4.3983 12.7248
C -11.6932 -0.0030 18.1113
C -7.0653 3.8786 21.9307
C -17.6117 4.2450 20.9770
C -9.2722 -0.2262 17.6494
C -11.8585 8.7534 21.5279
B -12.1146 5.1709 19.5361
H -16.5199 1.6095 20.1209
H -11.1410 0.8841 24.2755
H -12.1701 11.0717 15.0082
H -12.0514 7.7437 10.0751
H -10.8865 9.0307 12.9757
H -14.6693 7.3431 12.8189
H -11.1648 11.1566 16.4184
H -11.9716 -1.4404 15.7525
H -19.1393 1.8644 22.6868
H -13.6498 5.9716 10.3264
H -12.1029 8.6102 15.5202
H -7.3645 6.9708 18.7819
H -18.3895 1.4523 21.2153
H -12.2755 7.8470 21.0805
H -15.0292 0.5138 22.6190
H -6.4856 3.8058 21.0056
H -12.2909 3.8907 13.3874
H -16.3832 -0.0819 21.6892
H -11.5198 0.5787 19.0120
H -11.2538 -1.7701 19.9113
H -14.4804 8.9210 14.8576
H -8.7227 5.9965 18.8887
H -17.1530 -0.1568 24.2956
H -9.2484 8.1950 19.3912
H -11.0110 5.8402 10.1838
H -10.0971 9.3285 17.4315
H -15.1117 5.7463 12.2136
H -8.3864 -2.4677 19.1828
H -14.8248 1.1166 20.1878
H -10.1116 8.8665 11.3937
H -9.3984 0.2729 16.6836
H -16.4467 5.5841 23.1140
H -9.0422 0.5975 18.3339
H -11.7846 1.6821 23.1506
H -13.8459 3.7102 12.8789
H -9.5342 6.3909 10.8823
H -8.1841 -2.5814 16.4064
H -17.3772 3.4968 15.5039
H -17.6977 1.3521 25.0246
H -18.4179 4.6693 21.5829
H -6.8468 5.7665 22.5476
H -8.0754 4.1559 21.6320
H -10.6623 5.1967 13.4728
H -18.6921 0.1856 22.4895
H -10.9250 -4.2619 18.7821
H -8.3261 -0.7703 17.6449
H -17.2508 3.5306 24.7569
H -15.9992 1.1051 24.7328
H -15.9104 8.8218 13.8401
H -12.7525 10.4425 16.5779
H -18.0693 3.4087 20.4476
H -8.7226 3.3737 16.1836
H -7.6236 5.9906 20.2797
H -17.2717 5.0472 20.3243
H -7.0612 2.9178 22.4353
H -11.2875 -4.2798 15.2837
H -15.4173 5.7299 21.6564
H -17.3164 3.3802 17.7566
H -12.7837 8.6498 11.4981
H -9.8213 -0.8780 20.0562
H -11.6791 0.5733 17.1822
H -13.2236 5.0047 15.2015
H -8.3185 -4.3570 16.1173
H -14.8210 5.6471 14.7436
H -9.3776 -3.2910 20.3891
H -10.2766 7.8489 21.9774
H -13.6134 6.7761 15.1324
H -14.5344 7.4423 10.4099
H -15.3135 3.4722 20.0752
H -12.6771 4.3390 11.6900
H -11.3942 9.2384 20.6644
H -15.7726 3.1556 17.0063
H -11.2302 8.6657 18.2196
H -14.9485 4.7351 23.1122
H -9.1652 -3.2301 15.1578
H -12.6821 -0.4686 18.1298
H -10.3393 5.1691 11.7141
H -12.1517 -4.1727 16.8389
H -14.3695 3.3097 21.4375
H -15.7416 9.9752 15.1764
H -9.5637 3.9784 17.3063
H -15.3047 7.4695 16.0195
H -9.2365 -4.6907 18.3676
H -16.7208 1.7669 17.7393
H -10.9682 -5.4100 16.5520
H -12.9626 5.7911 22.9596
H -12.6256 9.3518 22.0077
H -12.3001 6.9603 23.6783
H -9.5659 7.9435 12.7237
*
```

Calculated values
* HOMO-LUMO gap: 8.022 eV
* molecular weight: 922.93 g/mol
* largest force on an atom: 2.65 eV Å⁻¹

Löwdin population analysis, charges in e, atoms 1 to 99: 0.226, -0.002, -0.128, -0.014, -0.048, -0.130, 0.158, 0.172, -0.131, -0.099, -0.135, -0.129, -0.019, -0.067, -0.055, 0.134, 0.235, 0.222, -0.064, 0.216, 0.139, -0.092, -0.089, -0.107, -0.050, -0.505, -0.048, -0.167, -0.496, -0.031, -0.493, -0.170, -0.016, -0.134, -0.507, -0.395, -0.183, -0.350, -0.153, -0.033, -0.022, -0.131, -0.128, -0.507, -0.146, -0.024, -0.529, -0.133, -0.127, -0.393, -0.146, -0.377, -0.177, -0.124, -0.046, -0.037, -0.027, -0.151, -0.018, -0.037, -0.136, -0.853, 0.084, 0.031, 0.075, 0.115, 0.070, 0.093, 0.076, 0.100, 0.081, 0.102, 0.041, 0.084, 0.060, 0.061, 0.117, 0.078, 0.082, 0.115, 0.081, 0.121, 0.062, 0.067, 0.087, 0.031, 0.080, 0.045, 0.123, 0.108, 0.110, 0.086, 0.079, 0.080, 0.078, 0.001, 0.094, 0.082, 0.071

---

6.
DFT (wB97M-V/def2-TZVPD) results for a cluster of 5 separate species, C26H25NO8P in total in a non-equilibrium geometry.

Geometry as ORCA input:
```
! RIJCOSX wB97M-V def2-TZVPD def2/J DEFGRID3
* xyz 1 1
P 2.5439 -1.5052 -2.0113
O -0.4842 3.5601 4.6925
O 7.2212 3.4041 3.4858
O -9.2286 -0.0788 -2.3414
O 2.8509 1.5081 1.0959
O -6.4644 -4.3030 -0.6727
O -1.4011 -2.5500 0.6490
O -3.4538 -5.3031 -3.4101
O 4.4561 5.5623 -0.5099
N 4.8323 -0.1377 -0.8747
C 0.2063 3.4708 2.4415
C -8.5309 -2.2910 -2.7554
C 2.0839 1.9809 1.9233
C -1.8741 -3.1831 -0.2848
C -3.5046 -4.8212 -1.1042
C -1.3503 -3.0320 -1.6569
C 5.6440 3.0954 1.7625
C 0.2829 3.0873 3.8651
C 1.3214 2.1118 4.2513
C -2.9900 -4.1284 -0.0836
C 6.0332 5.8709 1.2133
C -7.1010 -3.3315 -1.0565
C -7.8557 -1.0281 -0.6782
C 6.5854 3.9002 2.5659
C -7.1621 -2.0908 -0.2586
C -1.8649 -3.7248 -2.6775
C 6.7291 5.3275 2.2167
C 1.3359 -0.9635 -0.6010
C -7.8373 -3.3537 -2.3358
C 5.0919 5.0662 0.4099
C 4.0701 -0.3645 -2.1617
C -2.9808 -4.6701 -2.4763
C 2.1604 1.5974 3.3470
C 1.0453 2.9564 1.5371
C -8.5920 -1.0503 -1.9575
C 4.9482 3.6388 0.7591
H -6.6171 -2.0914 0.6775
H 3.6722 0.6950 -2.5115
H 2.9282 0.8815 3.6136
H 0.4427 -0.2821 -1.0013
H 4.2102 0.0685 -0.0610
H 2.8826 -2.9207 -1.8540
H 1.8325 -1.4367 -3.2951
H -3.3636 -4.2275 0.9285
H 1.9501 -0.3722 0.2056
H 5.5503 2.0499 2.0306
H 5.5269 -0.8909 -0.6728
H 7.4242 5.9034 2.8154
H -0.5323 -2.3341 -1.7873
H 1.0025 3.2281 0.4892
H 6.1270 6.9164 0.9453
H -1.4913 -3.6257 -3.6896
H -4.3226 -5.5191 -0.9738
H -7.7834 -4.2713 -2.9093
H 4.7904 -0.7371 -3.0252
H -9.0759 -2.2904 -3.6915
H 0.9335 -1.9499 -0.0708
H -0.5615 4.1867 2.1749
H 1.3643 1.8401 5.2992
H 4.2531 3.0629 0.1604
H -7.9096 -0.1105 -0.1048
*
```

Calculated values
* HOMO-LUMO gap: 7.688 eV
* molecular weight: 510.46 g/mol
* energy above the lowest of the compared OMol25 structures with the same formula, charge and spin: 135.9 kJ/mol
* largest force on an atom: 2.80 eV Å⁻¹

Partial atomic charges computed with the Löwdin method, in multiples of e: 0.991, 0.133, 0.106, 0.111, 0.002, 0.080, 0.075, 0.124, 0.099, -0.042, 0.041, 0.027, -0.377, -0.382, 0.024, 0.004, 0.019, -0.367, 0.042, 0.030, 0.025, -0.375, 0.025, -0.381, 0.020, 0.033, 0.027, -0.255, 0.025, -0.380, -0.407, -0.368, 0.029, 0.028, -0.380, 0.008, 0.121, 0.125, 0.125, 0.105, 0.042, 0.038, 0.034, 0.130, 0.039, 0.116, 0.092, 0.127, 0.066, 0.125, 0.126, 0.124, 0.119, 0.125, 0.127, 0.126, 0.071, 0.131, 0.132, 0.095, 0.125

---

Among the records above, which one has the highest molecular weight? C37H89BN3O21

---

What is the formula in the third record? C26H43HfN3O3P